[1]
# C5H14N2O

C5H14N2O in the gas phase at a distorted geometry (wB97M-V/def2-TZVPD, the OMol25 dataset).

Its SMILES is C[C@H](CO)NCCN. The value obtained for the HOMO energy is -8.3 eV. The total charge is 0. For the total energy, the calculation gives -383.596772 a.u. The gap between HOMO and LUMO comes out at 9.18 eV. The value obtained for the lowest unoccupied orbital energy is 0.0328 Ha. The calculation puts the energy above the lowest of the compared OMol25 structures with the same formula, charge and spin at 272.9 kJ/mol.

Positions of all 22 atoms, in Å:
O  -3.043  0.924  0.362
N  2.948  -1.542  -0.553
N  -0.247  -0.164  0.889
C  -0.631  0.746  -0.135
C  -0.506  2.240  0.261
C  0.790  -1.175  0.671
C  -2.093  0.583  -0.643
C  1.461  -1.433  -0.693
H  -0.941  2.311  1.259
H  0.082  0.687  -0.947
H  1.062  -2.273  -1.252
H  0.538  2.557  0.375
H  -3.205  0.163  0.891
H  -2.264  1.377  -1.379
H  0.431  -2.137  1.053
H  3.108  -1.622  0.446
H  3.273  -2.399  -0.994
H  1.357  -0.506  -1.253
H  -0.967  3.001  -0.361
H  -2.351  -0.335  -1.184
H  -0.450  -0.015  1.852
H  1.649  -0.987  1.336

[2]
# C5H14N2O

C5H14N2O in the gas phase at a distorted geometry (wB97M-V/def2-TZVPD, the OMol25 dataset).

Its SMILES is CC(C)N[C@](C)(N)O. The value obtained for the HOMO energy is -8.8 eV. The total charge is 0. For the total energy, the calculation gives -383.619705 a.u. The gap between HOMO and LUMO comes out at 9.78 eV. The value obtained for the lowest unoccupied orbital energy is 0.0344 Ha. The calculation puts the energy above the lowest of the compared OMol25 structures with the same formula, charge and spin at 212.7 kJ/mol.

Positions of all 22 atoms, in Å:
O  -2.678  0.385  -0.089
N  -0.701  1.869  0.433
N  -0.682  -0.495  0.302
C  -0.943  0.833  -1.811
C  1.715  -1.008  -0.555
C  -1.074  0.713  -0.296
C  1.094  -1.216  1.882
C  0.909  -0.422  0.599
H  -1.505  2.399  0.744
H  1.368  -2.012  -0.796
H  1.239  0.603  0.781
H  0.034  1.206  -2.112
H  2.132  -1.173  2.211
H  -2.854  0.263  0.851
H  0.465  -0.801  2.667
H  -1.134  -0.121  -2.297
H  -0.017  2.445  -0.036
H  2.770  -1.070  -0.286
H  -0.883  -1.271  -0.316
H  0.822  -2.258  1.723
H  -1.722  1.511  -2.157
H  1.644  -0.382  -1.443

[3]
# C5H14N2O

C5H14N2O in the gas phase at a distorted geometry (wB97M-V/def2-TZVPD, the OMol25 dataset).

Its SMILES is C[C@H](O)[C@H](C)C(N)N. The value obtained for the HOMO energy is -8.7 eV. The total charge is 0. For the total energy, the calculation gives -383.587567 a.u. The gap between HOMO and LUMO comes out at 9.29 eV. The value obtained for the lowest unoccupied orbital energy is 0.0226 Ha. The calculation puts the energy above the lowest of the compared OMol25 structures with the same formula, charge and spin at 297.0 kJ/mol.

Positions of all 22 atoms, in Å:
O  0.275  -0.191  1.914
N  -1.900  0.300  -1.241
N  -1.017  1.851  0.287
C  -0.643  -1.990  0.638
C  -0.679  0.970  -0.810
C  1.828  0.821  -0.476
C  0.534  0.007  -0.543
C  0.376  -0.870  0.710
H  1.808  1.509  0.369
H  -0.600  -2.524  -0.309
H  1.503  -1.379  0.887
H  0.596  -0.666  -1.406
H  -1.716  -0.573  -1.719
H  -0.431  2.673  0.310
H  2.690  0.163  -0.363
H  -2.505  0.131  -0.448
H  1.967  1.388  -1.396
H  -0.499  -2.674  1.472
H  1.368  -0.372  1.852
H  -0.357  1.599  -1.652
H  -0.962  1.375  1.181
H  -1.635  -1.550  0.742

Q: What is the formula in the second record?
A: C5H14N2O